Density functional theory data (ωB97M-V/def2-TZVPD) for a 21-piece molecular cluster, C84H168O21 overall.

```
273
Properties=species:S:1:pos:R:3:lowdin_charge:R:1
C 15.8217 10.1113 12.4151 -0.17
C 17.0873 10.2972 13.2854 -0.12
C 16.6020 11.3596 14.2956 -0.20
O 15.1934 11.5625 14.1616 -0.15
C 14.8514 11.1993 12.7998 -0.20
H 15.3038 9.1592 12.5303 0.10
H 15.9070 10.1661 11.3298 0.11
H 17.8995 10.7210 12.6948 0.10
H 17.4827 9.3985 13.7589 0.07
H 17.1264 12.3138 14.2424 0.11
H 16.6116 11.1016 15.3546 0.10
H 15.0326 12.0161 12.1012 0.11
H 13.8268 10.8326 12.7378 0.12
C 11.3965 8.2330 24.6845 -0.19
C 11.9986 6.9943 24.2177 -0.20
C 11.2291 5.9479 25.0220 -0.19
O 9.8956 6.4438 24.9090 -0.14
C 9.9073 7.8834 24.7197 -0.15
H 11.6354 9.0633 24.0199 0.12
H 11.7104 8.5319 25.6846 0.10
H 13.0810 7.0178 24.3438 0.11
H 11.7288 6.7909 23.1814 0.11
H 11.6535 5.9623 26.0259 0.09
H 11.3190 4.9446 24.6056 0.12
H 9.3833 8.3480 25.5549 0.12
H 9.4776 7.9928 23.7239 0.11
C 9.7936 7.0094 20.3291 -0.18
C 8.8758 7.7383 19.3225 -0.16
C 7.6319 8.0950 20.1822 -0.18
O 7.7890 7.1740 21.2452 -0.13
C 8.7924 6.2129 21.0423 -0.24
H 10.1640 7.8354 20.9363 0.12
H 10.6062 6.5006 19.8104 0.11
H 8.6163 6.9786 18.5852 0.10
H 9.2998 8.5841 18.7813 0.09
H 6.7541 8.0391 19.5385 0.11
H 7.5835 9.1007 20.5997 0.12
H 8.3519 5.3514 20.5404 0.11
H 9.2395 5.8312 21.9601 0.12
C 14.1896 11.5586 28.0957 -0.17
C 13.3517 10.3068 28.1293 -0.16
C 11.9314 10.7695 27.7204 -0.15
O 12.0223 12.1602 28.1267 -0.18
C 13.2439 12.7874 27.7892 -0.18
H 15.0481 11.5298 27.4246 0.08
H 14.6415 11.8528 29.0430 0.10
H 13.3557 10.0547 29.1898 0.11
H 13.7265 9.4990 27.5007 0.10
H 11.1263 10.3599 28.3306 0.12
H 11.5476 10.7257 26.7012 0.11
H 13.5567 13.5678 28.4829 0.11
H 13.2920 13.1356 26.7574 0.10
C 17.3225 0.8986 27.9516 -0.13
C 16.3979 1.5590 26.8750 -0.15
C 17.2204 2.6720 26.2185 -0.20
O 18.1480 2.9960 27.2473 -0.16
C 18.4862 1.9261 28.0815 -0.20
H 17.6670 -0.1024 27.6917 0.10
H 16.7615 0.8394 28.8843 0.10
H 15.5152 2.0024 27.3357 0.09
H 16.0466 0.8800 26.0980 0.10
H 16.6113 3.5428 25.9762 0.10
H 17.8222 2.3590 25.3653 0.11
H 18.2712 2.3672 29.0548 0.12
H 19.4259 1.3862 27.9648 0.12
C 14.2876 1.2902 16.3174 -0.21
C 15.2452 2.4044 16.3562 -0.14
C 15.3360 2.6151 17.9026 -0.23
O 15.2738 1.3375 18.4061 -0.14
C 14.5221 0.4785 17.5392 -0.17
H 14.4424 0.7045 15.4113 0.12
H 13.2214 1.4893 16.2086 0.11
H 14.9832 3.2766 15.7571 0.11
H 16.2646 2.1355 16.0793 0.12
H 14.4988 3.1085 18.3962 0.11
H 16.2454 3.1296 18.2131 0.11
H 13.5552 0.1848 17.9478 0.10
H 15.1800 -0.3692 17.3476 0.12
C 14.3089 4.6166 28.6140 -0.15
C 14.3920 5.6744 29.7362 -0.13
C 13.6018 6.8787 29.2052 -0.21
O 13.3576 6.5631 27.8625 -0.17
C 14.1518 5.4546 27.3318 -0.16
H 13.5054 3.8993 28.7809 0.11
H 15.1762 3.9968 28.3866 0.09
H 15.4266 5.9778 29.8962 0.11
H 13.9566 5.2676 30.6489 0.11
H 14.1298 7.8321 29.1871 0.10
H 12.6815 6.9714 29.7819 0.12
H 15.1508 5.6016 26.9213 0.10
H 13.5768 4.9739 26.5403 0.10
C 14.1208 14.9199 18.6546 -0.14
C 14.3502 16.1843 17.6941 -0.16
C 14.8315 15.7286 16.3521 -0.16
O 14.9295 14.2528 16.5277 -0.17
C 14.9347 13.8750 17.9318 -0.21
H 13.0933 14.5563 18.6466 0.10
H 14.4432 15.1190 19.6766 0.09
H 15.0624 16.7920 18.2523 0.10
H 13.4010 16.7199 17.7032 0.10
H 15.7823 16.1999 16.1032 0.11
H 14.1177 15.8469 15.5369 0.11
H 15.9989 13.9069 18.1654 0.11
H 14.5422 12.8763 18.1230 0.11
C 10.2999 5.5830 15.1583 -0.16
C 11.3649 6.3337 15.8864 -0.21
C 12.4425 5.3841 16.1505 -0.18
O 11.7075 4.1651 16.2185 -0.15
C 10.3800 4.3012 15.8731 -0.26
H 10.5212 5.4836 14.0957 0.13
H 9.3353 6.0568 15.3400 0.12
H 10.8907 6.9919 16.6144 0.11
H 11.7189 7.1233 15.2237 0.11
H 12.9089 5.4405 17.1341 0.13
H 13.1393 5.4061 15.3126 0.12
H 9.7147 4.3307 16.7360 0.11
H 10.0674 3.4218 15.3100 0.13
C 22.0410 6.8310 18.7963 -0.19
C 20.8516 6.4886 17.9692 -0.19
C 21.4077 6.2499 16.5768 -0.18
O 22.5546 7.1214 16.5047 -0.13
C 23.1361 7.0608 17.7780 -0.21
H 22.1241 6.0069 19.5049 0.11
H 21.8718 7.6524 19.4925 0.10
H 20.2209 7.3607 17.7967 0.10
H 20.2195 5.6804 18.3371 0.10
H 20.7676 6.4850 15.7265 0.11
H 21.7267 5.2210 16.4105 0.12
H 23.6566 7.9873 18.0203 0.13
H 23.7487 6.1592 17.7798 0.12
C 16.0408 6.5339 16.8290 -0.15
C 17.4865 6.2932 16.3586 -0.14
C 17.5311 7.2461 15.1561 -0.18
O 16.5984 8.2568 15.4973 -0.18
C 15.9697 8.0814 16.7124 -0.20
H 15.9130 6.3295 17.8920 0.10
H 15.2204 6.1834 16.2027 0.09
H 17.6616 5.2566 16.0707 0.11
H 18.1761 6.4684 17.1843 0.09
H 17.1225 6.7548 14.2730 0.12
H 18.4316 7.7863 14.8639 0.11
H 14.9097 8.3242 16.6372 0.11
H 16.5566 8.5088 17.5254 0.12
C 18.4738 3.7469 20.6570 -0.15
C 17.6153 5.0365 20.8022 -0.11
C 18.7128 5.8572 21.5223 -0.21
O 19.2459 5.0296 22.5318 -0.16
C 19.3497 3.7426 21.9103 -0.18
H 19.1687 3.8304 19.8214 0.10
H 17.9332 2.8295 20.4243 0.10
H 16.7197 4.8467 21.3938 0.08
H 17.3350 5.4572 19.8365 0.10
H 18.3908 6.7056 22.1261 0.09
H 19.5061 6.2460 20.8840 0.12
H 19.0746 2.9982 22.6575 0.12
H 20.4088 3.6774 21.6609 0.11
C 17.8022 6.9802 25.0265 -0.17
C 17.3797 8.3899 25.1811 -0.18
C 18.4824 8.9911 26.0846 -0.17
O 19.0172 7.9046 26.8422 -0.15
C 18.4755 6.6324 26.3961 -0.14
H 18.5354 6.8726 24.2272 0.08
H 16.8786 6.4067 24.9474 0.10
H 16.4164 8.4947 25.6802 0.11
H 17.3393 8.9274 24.2337 0.09
H 18.0673 9.7553 26.7418 0.12
H 19.2625 9.3875 25.4347 0.10
H 17.7284 6.3269 27.1286 0.11
H 19.2804 5.9089 26.2664 0.10
C 21.5612 7.2647 24.5085 -0.10
C 22.1285 6.2316 23.4719 -0.16
C 23.4414 5.8536 24.0813 -0.25
O 23.1744 5.6855 25.4510 -0.14
C 22.1268 6.6320 25.8274 -0.14
H 20.4837 7.3632 24.6402 0.07
H 21.9862 8.2421 24.2802 0.09
H 22.2119 6.5028 22.4195 0.10
H 21.5628 5.3069 23.3578 0.09
H 24.2477 6.5787 23.9710 0.12
H 23.8730 4.9106 23.7458 0.12
H 22.5217 7.4479 26.4329 0.12
H 21.3905 6.0342 26.3645 0.10
C 15.0975 2.3711 23.2263 -0.20
C 14.7519 2.4149 21.8112 -0.17
C 13.6647 3.5255 21.7949 -0.12
O 14.2414 4.4791 22.7524 -0.14
C 15.1465 3.8115 23.5607 -0.26
H 16.0590 1.9642 23.5395 0.11
H 14.3024 1.8133 23.7211 0.13
H 14.3181 1.4564 21.5261 0.12
H 15.5798 2.7044 21.1641 0.10
H 12.6839 3.1609 22.1002 0.12
H 13.6293 3.9606 20.7962 0.10
H 14.6548 3.8841 24.5308 0.11
H 16.1820 4.1473 23.5065 0.11
C 15.0752 13.0064 23.2709 -0.12
C 15.8450 12.9722 21.9339 -0.17
C 17.1918 12.5043 22.3229 -0.21
O 16.9329 11.7524 23.4973 -0.18
C 15.6580 11.7679 24.0686 -0.17
H 14.0155 13.0088 23.0157 0.11
H 15.3262 13.9471 23.7609 0.11
H 15.7377 13.9114 21.3913 0.11
H 15.3488 12.1852 21.3661 0.10
H 17.9632 13.2537 22.5002 0.12
H 17.5098 11.8088 21.5461 0.10
H 15.7019 11.8859 25.1513 0.10
H 15.1830 10.8000 23.9087 0.10
C 10.8771 2.5172 18.7036 -0.15
C 11.2438 1.2345 19.5129 -0.15
C 9.8687 1.0491 20.1546 -0.20
O 9.5276 2.3765 20.6083 -0.13
C 10.1367 3.3630 19.7636 -0.19
H 10.3450 2.2588 17.7881 0.11
H 11.6946 3.1171 18.3038 0.09
H 11.9723 1.2305 20.3236 0.10
H 11.4916 0.3556 18.9178 0.10
H 9.9228 0.5046 21.0973 0.12
H 9.1813 0.5741 19.4546 0.12
H 10.8304 4.0228 20.2848 0.11
H 9.4260 3.9340 19.1660 0.10
C 11.8265 10.9691 15.8056 -0.13
C 12.4364 9.9763 16.7771 -0.15
C 12.2079 10.5023 18.1701 -0.18
O 11.7636 11.8186 17.8905 -0.17
C 11.0147 11.8907 16.7189 -0.21
H 11.1875 10.4510 15.0905 0.11
H 12.6004 11.5669 15.3242 0.11
H 13.5128 9.8322 16.6835 0.09
H 11.9835 8.9849 16.7874 0.08
H 13.1006 10.6702 18.7727 0.11
H 11.4630 9.9925 18.7811 0.11
H 10.7970 12.9253 16.4537 0.12
H 10.0013 11.5524 16.9349 0.11
C 22.3750 12.6304 22.8974 -0.18
C 21.0737 12.0489 22.4332 -0.17
C 20.5898 11.2354 23.6651 -0.13
O 21.4449 11.7421 24.7635 -0.17
C 22.7489 12.0369 24.2602 -0.18
H 22.1327 13.6752 23.0922 0.11
H 23.2157 12.5365 22.2100 0.11
H 21.4131 11.4948 21.5580 0.09
H 20.3836 12.7506 21.9648 0.09
H 20.7136 10.1525 23.6554 0.09
H 19.5110 11.3694 23.7436 0.10
H 23.1593 11.0272 24.2716 0.11
H 23.2289 12.7331 24.9480 0.12
C 16.2345 8.7971 21.4766 -0.16
C 15.6425 7.6574 22.2785 -0.16
C 14.5088 7.1488 21.3766 -0.16
O 14.2869 8.2085 20.4305 -0.13
C 15.0330 9.3264 20.7832 -0.24
H 16.9587 8.2922 20.8373 0.11
H 16.8526 9.4443 22.0988 0.10
H 15.2034 8.1740 23.1320 0.10
H 16.2193 6.8028 22.6322 0.09
H 13.6624 7.1530 22.0634 0.09
H 14.6912 6.2780 20.7468 0.11
H 14.4952 9.9970 21.4534 0.11
H 15.2562 9.9099 19.8899 0.12
C 20.9234 10.8955 18.7267 -0.14
C 20.5619 11.1552 17.2415 -0.14
C 18.9902 11.1265 17.1922 -0.13
O 18.5931 10.9878 18.5890 -0.16
C 19.6175 11.3170 19.4558 -0.26
H 21.7797 11.5253 18.9678 0.10
H 21.1416 9.8536 18.9608 0.09
H 21.0592 10.4467 16.5790 0.10
H 20.9359 12.1270 16.9191 0.10
H 18.4520 10.5011 16.4799 0.10
H 18.7311 12.1570 16.9493 0.11
H 19.4692 10.7476 20.3734 0.11
H 19.5944 12.3895 19.6486 0.12
```

- LUMO: 0.364 eV
- Highest occupied orbital energy: -9.1906 eV
- Frontier orbital gap: 0.35111 Ha
- 2S+1: 1
- Max |F|: 4.42 eV/Å